C10H19BBeCsFLiNO4 as an isolated structure in a non-equilibrium geometry. Source: the Open Molecules 2025 dataset; level of theory: the ωB97M-V functional and the def2-TZVPD basis.

Cartesian coordinates (Å):
N (1.70830, 0.19724, 2.22311)
C (0.89342, 1.13146, 1.35193)
C (-0.43529, 1.76363, 2.14627)
C (-1.72864, 0.90624, 1.59973)
C (-3.23996, 1.28260, 2.11121)
O (-3.70602, 0.00224, 2.66600)
B (-2.82587, -1.06237, 2.07114)
O (-1.46504, -0.43364, 2.19275)
H (1.89915, -0.71232, 1.72896)
H (1.22889, -0.04513, 3.11790)
H (1.51654, 1.99088, 0.85027)
H (0.46812, 0.47391, 0.45145)
H (-0.52031, 2.92431, 1.92736)
H (-0.22158, 1.57182, 3.30315)
H (-1.69160, 0.97853, 0.43161)
H (-3.82934, 1.37160, 1.08357)
H (-3.44361, 2.28504, 2.67984)
H (-2.69583, -2.07098, 2.66895)
H (-2.91195, -1.16063, 0.89288)
Cs (-3.72934, 2.17566, 4.34427)
Li (0.77066, -1.51434, 0.99928)
C (2.71463, -0.30542, -3.26361)
C (2.92569, -0.57585, -4.61531)
C (3.68540, -1.68171, -4.99573)
C (4.22631, -2.52357, -4.02352)
C (4.01206, -2.25521, -2.67187)
C (3.26011, -1.14405, -2.29130)
H (2.12536, 0.55846, -2.96746)
H (2.49841, 0.07631, -5.37294)
H (3.85530, -1.88835, -6.04889)
H (4.81429, -3.38820, -4.31988)
H (4.43230, -2.91230, -1.91439)
H (3.09803, -0.93218, -1.23810)
O (-5.28248, 4.42965, 0.29175)
H (-5.17620, 3.54167, 0.00291)
Be (1.11752, 0.09824, -6.06295)
F (0.21752, 4.27324, 1.84538)
O (-4.07081, -4.09654, 3.57268)
H (-4.49415, -3.32995, 3.23159)

The multiplicity is 1. For the relative energy (zero: lowest compared OMol25 entry of this formula, charge and spin), the calculation gives 1.625 eV. As for the LUMO energy: -0.215 Eh. The value obtained for the orbital gap is 0.0593 Eh.

Mulliken atomic charges, in units of e: N -0.489; C -0.173; C -0.777; C 0.602; C -1.293; O -0.665; B 0.822; O -0.736; H 0.021; H 0.356; H 0.297; H -0.111; H 0.460; H 0.177; H 0.138; H 0.262; H 0.957; H -0.219; H -0.233; Cs 0.964; Li 0.846; C -0.596; C -0.092; C -0.542; C -0.327; C -0.513; C -0.244; H 0.386; H 0.505; H 0.367; H 0.359; H 0.354; H 0.538; O -0.575; H 0.272; Be -0.183; F -0.709; O -0.503; H 0.296

C10H19BrEuN4 as an isolated structure. Source: the Open Molecules 2025 dataset; level of theory: the ωB97M-V functional and the def2-TZVPD basis.

Cartesian coordinates (Å):
Eu (-0.48511, -0.63368, 0.07530)
N (-2.72736, -1.88558, -0.40846)
C (-3.79161, -0.99081, 0.10771)
C (-3.59244, 0.45203, -0.32040)
N (-2.35121, 1.11743, 0.15777)
C (-2.42978, 1.70982, 1.51933)
C (-2.03741, 0.79630, 2.66493)
N (-0.64694, 0.30459, 2.52591)
H (-2.86087, -2.82598, -0.04527)
H (-2.83664, -1.98671, -1.41640)
H (-4.77787, -1.30618, -0.23833)
H (-3.81671, -1.08244, 1.19423)
H (-3.56945, 0.49399, -1.41313)
H (-4.47133, 1.02640, -0.01254)
H (-2.18854, 1.89136, -0.47792)
H (-1.76395, 2.57664, 1.52139)
H (-3.43706, 2.09301, 1.70758)
H (-2.17973, 1.35257, 3.59354)
H (-2.69764, -0.06970, 2.73024)
H (-0.00288, 1.07786, 2.68460)
H (-0.44434, -0.34715, 3.28035)
C (5.68346, -0.23116, -0.36911)
C (4.31762, -0.26956, -1.00895)
C (4.14458, -0.19671, -2.39050)
C (2.88087, -0.22246, -2.95915)
C (1.82746, -0.32267, -2.06886)
Br (0.06707, -0.34890, -2.78636)
N (1.93502, -0.40050, -0.76107)
C (3.17504, -0.37531, -0.23528)
H (6.46012, -0.22279, -1.13095)
H (5.84307, -1.10609, 0.25920)
H (5.79379, 0.66992, 0.23289)
H (5.01553, -0.12004, -3.03018)
H (2.72344, -0.16967, -4.02549)
H (3.24182, -0.44783, 0.84338)

The multiplicity is 8. Its charge is +2. As for the LUMO energy (spin up / spin down): -0.223 / -0.222 Eh. The value obtained for the orbital gap (spin up / spin down) is 0.3214 / 0.3550 Eh.

Mulliken atomic charges, in units of e: Eu 1.266; N -0.563; C -0.603; C -0.718; N -0.191; C -0.707; C -0.535; N -0.587; H 0.272; H 0.273; H 0.455; H 0.252; H 0.408; H 0.382; H 0.304; H 0.440; H 0.330; H 0.445; H 0.264; H 0.273; H 0.274; C -1.320; C 0.474; C -0.250; C -0.668; C 0.704; Br -0.225; N -0.400; C -0.374; H 0.371; H 0.356; H 0.332; H 0.405; H 0.427; H 0.432

A 2-piece molecular cluster, C10H19Cl2F5NO5P overall in a non-equilibrium geometry. Source: the Open Molecules 2025 dataset; level of theory: the ωB97M-V functional and the def2-TZVPD basis.

Cartesian coordinates (Å):
N (-1.01969, -5.29538, -3.86594)
C (-1.55828, -4.29866, -2.91539)
C (-0.65561, -4.08957, -1.69018)
O (-0.00090, -5.25847, -1.26351)
C (0.33511, -2.98676, -1.94272)
O (0.83239, -2.50217, -0.67436)
P (1.86212, -1.31350, -0.77434)
O (2.37267, -1.01499, 0.51980)
O (3.04957, -1.79961, -1.70396)
O (1.14052, -0.09274, -1.48427)
C (1.07753, 1.09325, -0.65442)
C (0.28673, 2.18360, -1.34240)
C (0.48462, 3.49700, -0.58051)
C (-0.29363, 3.57736, 0.70929)
F (0.57261, 3.52380, 1.72768)
F (-1.10066, 2.53949, 0.88363)
C (-1.15725, 4.87310, 0.91120)
F (-0.77198, 5.49848, 1.99681)
F (-2.41137, 4.57592, 1.08089)
F (-1.05290, 5.71917, -0.08127)
H (-1.81977, -5.71318, -4.32447)
H (-0.54997, -4.79650, -4.61206)
H (-2.51015, -4.65567, -2.55529)
H (-1.67025, -3.34670, -3.42631)
H (-1.28198, -3.73429, -0.87523)
H (-0.38184, -5.50525, -0.41596)
H (1.16293, -3.36318, -2.53722)
H (-0.17963, -2.17782, -2.45114)
H (2.87489, -1.63969, -2.64441)
H (0.61291, 0.86054, 0.29131)
H (2.08237, 1.45662, -0.50694)
H (-0.75396, 1.93992, -1.50392)
H (0.73819, 2.34092, -2.31510)
H (1.53099, 3.55009, -0.31701)
H (0.30074, 4.30826, -1.26840)
Cl (-0.38985, 1.66984, 7.17242)
C (0.31133, 1.70088, 5.53300)
C (-0.72498, 1.46769, 4.46560)
Cl (-1.35249, -0.20073, 4.48800)
H (1.09999, 0.95432, 5.49043)
H (0.75920, 2.68411, 5.39817)
H (-0.28138, 1.62597, 3.48429)
H (-1.56891, 2.14452, 4.57422)

The multiplicity is 1. As for the LUMO energy: 0.011 Eh. The value obtained for the orbital gap is 0.3712 Eh.

Mulliken atomic charges, in units of e: N -0.585; C -0.805; C 0.187; O -0.542; C -0.762; O -0.204; P 0.804; O -0.669; O -0.522; O -0.225; C -0.570; C -0.397; C -1.386; C 1.229; F -0.350; F -0.333; C 0.662; F -0.273; F -0.267; F -0.287; H 0.230; H 0.228; H 0.446; H 0.355; H 0.388; H 0.362; H 0.309; H 0.444; H 0.351; H 0.387; H 0.291; H 0.281; H 0.351; H 0.445; H 0.429; Cl -0.197; C -0.424; C 0.014; Cl -0.190; H 0.341; H 0.283; H -0.162; H 0.332

A 2-piece molecular cluster, C10H19FN3O4 overall in a non-equilibrium geometry. Source: the Open Molecules 2025 dataset; level of theory: the ωB97M-V functional and the def2-TZVPD basis.

Cartesian coordinates (Å):
C (-2.61725, 0.29841, 2.41044)
C (-3.05073, -0.56964, 1.05892)
C (-1.96627, -1.79404, 0.72058)
C (-0.88630, -1.17714, -0.39724)
O (0.44614, -1.58700, 0.07729)
N (1.37113, -0.60908, -0.13905)
C (2.50291, -0.68266, 0.66935)
N (3.04224, 0.27891, 1.70834)
C (3.30935, -0.68842, 2.88075)
C (3.37880, -2.22948, 2.23468)
N (3.51420, -1.84209, 0.76791)
H (-1.44364, 0.31755, 2.52711)
H (-3.11827, -0.24813, 3.34387)
H (-3.01381, 1.41105, 2.31864)
H (-3.09310, 0.10656, 0.08121)
H (-4.11050, -1.06339, 1.23905)
H (-1.40289, -2.12770, 1.70534)
H (-2.53565, -2.73324, 0.25966)
H (-0.97709, -0.00443, -0.43175)
H (-1.03257, -1.68735, -1.45908)
H (1.22240, 0.09299, -0.89664)
H (2.35201, 1.03460, 1.93967)
H (2.25273, -0.64494, 3.42468)
H (4.18763, -0.43499, 3.61169)
H (4.34705, -2.85754, 2.53617)
H (2.35592, -2.70845, 2.60095)
H (3.39804, -2.60576, 0.05911)
C (-1.74613, 2.21135, -3.21975)
C (-1.01456, 3.08440, -4.18115)
O (0.28487, 3.15464, -3.63946)
C (0.45545, 1.97815, -2.97355)
O (1.53720, 1.54941, -2.60767)
O (-0.73366, 1.33246, -2.77209)
F (-1.53799, 4.33078, -4.19530)
H (-2.14886, 2.76607, -2.36566)
H (-2.56144, 1.66007, -3.69594)
H (-0.96736, 2.68804, -5.20105)

The multiplicity is 1. For the relative energy (zero: lowest compared OMol25 entry of this formula, charge and spin), the calculation gives 4.092 eV. Its charge is +1. As for the LUMO energy: -0.178 Eh. The value obtained for the orbital gap is 0.2926 Eh.

Mulliken atomic charges, in units of e: C -0.782; C -0.447; C -0.462; C -0.169; O -0.256; N 0.212; C 0.148; N -0.296; C -0.393; C -0.363; N -0.250; H 0.121; H 0.281; H 0.291; H 0.193; H 0.341; H 0.256; H 0.288; H 0.183; H 0.224; H 0.136; H 0.347; H 0.228; H 0.321; H 0.349; H 0.219; H 0.335; C -0.458; C 0.277; O -0.284; C 0.634; O -0.609; O -0.222; F -0.279; H 0.289; H 0.292; H 0.303

C10H19N2 as an isolated structure in a non-equilibrium geometry. Source: the Open Molecules 2025 dataset; level of theory: the ωB97M-V functional and the def2-TZVPD basis.

Cartesian coordinates (Å):
C (-2.06580, 0.30433, 0.49747)
C (-1.25595, 0.91245, -0.36555)
C (-1.54320, -0.32273, 1.74234)
C (0.19175, 0.78068, -0.45460)
C (0.79430, -0.07369, 1.27719)
C (-2.47046, -0.77492, 2.79456)
C (1.63698, 0.92340, 1.99445)
C (0.32059, 0.64915, -2.78430)
C (-0.02186, -1.38236, -1.62178)
C (2.10176, -0.26537, -1.41588)
N (-0.29998, -0.45678, 1.99209)
N (0.63130, -0.07513, -1.51439)
H (-3.10061, 0.40923, 0.39212)
H (-1.64178, 1.61845, -1.09139)
H (0.66490, 1.72650, -0.56716)
H (1.26083, -1.01854, 1.01188)
H (-2.45154, -0.28905, 3.75590)
H (-2.26089, -1.85994, 3.09170)
H (-3.53042, -0.80461, 2.58817)
H (2.55425, 1.32350, 1.59247)
H (2.01151, 0.39049, 2.90692)
H (0.98558, 1.59980, 2.40173)
H (1.02186, 1.54746, -2.70141)
H (0.48775, 0.09690, -3.65668)
H (-0.60473, 1.11144, -2.77348)
H (-0.84225, -1.44740, -0.89218)
H (-0.44205, -1.44383, -2.52013)
H (0.52958, -2.23161, -1.51492)
H (2.22358, -1.10800, -0.83787)
H (2.66390, -0.51394, -2.38182)
H (2.45108, 0.67409, -0.94545)

The multiplicity is 3. For the relative energy (zero: lowest compared OMol25 entry of this formula, charge and spin), the calculation gives 1.193 eV. Its charge is +1. As for the LUMO energy (spin up / spin down): -0.090 / -0.224 Eh. The value obtained for the orbital gap (spin up / spin down) is 0.2488 / 0.2472 Eh.

Mulliken atomic charges, in units of e: C -0.759; C -0.529; C 0.661; C -0.725; C 0.353; C -1.325; C -1.420; C -1.055; C -0.747; C -0.860; N -0.304; N 0.212; H 0.417; H 0.467; H 0.636; H 0.285; H 0.321; H 0.299; H 0.378; H 0.353; H 0.385; H 0.458; H 0.433; H 0.423; H 0.440; H 0.293; H 0.368; H 0.471; H 0.455; H 0.317; H 0.298

An isolated ion of composition C10H19N2O2 and charge +1 in a non-equilibrium geometry. Source: the Open Molecules 2025 dataset; level of theory: the ωB97M-V functional and the def2-TZVPD basis.

Cartesian coordinates (Å):
C (4.48261, -0.65197, 0.06676)
C (3.26373, -0.29028, 0.48843)
O (2.98588, 1.05134, 0.80903)
C (1.90998, 1.75766, 0.91806)
N (0.63759, 1.49533, 0.55967)
N (0.08813, 0.25270, 0.04107)
C (0.33680, 0.05676, -1.36401)
C (1.25602, 0.64079, -2.12242)
C (-1.18611, -0.19496, 0.52622)
C (-1.47977, -1.65500, 0.21088)
C (-0.24881, -2.51179, 0.44430)
C (-2.30084, 0.70781, -0.02340)
C (-3.66121, 0.82861, 0.82364)
O (-1.68585, 2.08165, -0.25423)
H (4.62135, -1.78548, -0.14811)
H (5.33399, -0.02926, -0.02656)
H (2.32688, -0.97721, 0.36286)
H (2.01130, 2.83903, 1.08970)
H (-0.00099, 2.26128, 0.38980)
H (-0.09905, -0.77737, -1.73728)
H (1.28586, 0.26896, -3.13782)
H (1.89679, 1.45826, -1.83438)
H (-1.32319, 0.02335, 1.69388)
H (-1.69980, -1.82408, -0.86752)
H (-2.28831, -2.18406, 0.73936)
H (-0.43915, -3.56441, 0.06416)
H (0.56508, -2.07204, -0.17237)
H (0.10245, -2.53654, 1.39660)
H (-2.64985, 0.38539, -0.97072)
H (-4.21797, -0.19309, 0.47357)
H (-3.40996, 0.79831, 1.86391)
H (-4.12877, 1.69191, 0.47278)
H (-2.28486, 2.64840, -0.77587)

The multiplicity is 1. For the relative energy (zero: lowest compared OMol25 entry of this formula, charge and spin), the calculation gives 2.972 eV. Its charge is +1. As for the LUMO energy: -0.143 Eh. The value obtained for the orbital gap is 0.3135 Eh.

Mulliken atomic charges, in units of e: C -0.728; C 0.251; O -0.277; C 0.064; N -0.279; N 0.956; C 0.078; C -1.220; C 0.014; C -0.844; C -1.201; C -0.101; C -1.234; O -0.583; H 0.227; H 0.352; H 0.208; H 0.385; H 0.172; H 0.199; H 0.289; H 0.280; H 0.377; H 0.302; H 0.480; H 0.381; H 0.197; H 0.403; H 0.464; H 0.295; H 0.311; H 0.436; H 0.346

C10H19N3NiO10 as an isolated structure in a non-equilibrium geometry. Source: the Open Molecules 2025 dataset; level of theory: the ωB97M-V functional and the def2-TZVPD basis.

Cartesian coordinates (Å):
Ni (1.22906, -1.39609, 0.50036)
C (3.04416, -1.88354, 2.37357)
O (1.82579, -2.27290, 2.50391)
O (3.05487, -1.17108, 1.28497)
O (4.05255, -2.63365, 2.49698)
N (3.08191, 0.37209, -1.71840)
O (2.11339, -0.29332, -1.26395)
O (2.86777, 1.49768, -2.21857)
O (4.21123, -0.08738, -1.50391)
N (2.03937, -3.78810, -1.26193)
O (3.20676, -3.79657, -0.90573)
O (1.19448, -3.14303, -0.53184)
O (1.65760, -4.47081, -2.21865)
C (-3.02221, 0.04542, -0.71368)
C (-1.48572, -0.01331, -0.86506)
C (-1.02862, 1.20750, -1.74771)
C (-0.87634, 2.54767, -0.98104)
C (-0.11506, 2.27189, 0.33832)
C (-0.53109, 1.11366, 1.20200)
N (-0.73770, -0.05226, 0.39080)
O (-0.94983, -1.23110, 1.07500)
C (0.69047, 0.97032, 2.17590)
C (-1.84706, 1.56746, 1.99027)
C (-1.17445, -1.24284, -1.72152)
H (-3.60305, -0.31092, -1.56283)
H (-3.35696, -0.53347, 0.15560)
H (-3.47801, 0.99770, -0.42557)
H (-0.03346, 1.02531, -2.15438)
H (-1.88286, 1.37812, -2.40372)
H (-0.42194, 3.30195, -1.62224)
H (-1.89509, 2.91538, -0.80433)
H (0.11544, 3.18042, 0.89308)
H (0.81798, 1.94077, -0.13319)
H (0.79227, 1.78207, 2.89847)
H (1.61693, 0.89321, 1.60420)
H (0.66545, 0.08035, 2.81017)
H (-1.60654, 2.25576, 2.79988)
H (-2.31118, 0.75222, 2.55696)
H (-2.59031, 1.89401, 1.26542)
H (-1.86385, -1.13810, -2.56583)
H (-0.18808, -1.23611, -2.18165)
H (-1.45503, -2.20141, -1.28766)
H (-1.82305, -1.09497, 1.47751)

The multiplicity is 3. For the relative energy (zero: lowest compared OMol25 entry of this formula, charge and spin), the calculation gives 1.167 eV. Its charge is -2. As for the LUMO energy (spin up / spin down): 0.153 / 0.153 Eh. The value obtained for the orbital gap (spin up / spin down) is 0.1814 / 0.1808 Eh.

Mulliken atomic charges, in units of e: Ni 1.077; C 0.686; O -0.733; O -0.556; O -0.759; N 0.653; O -0.292; O -0.673; O -0.609; N 0.885; O -0.561; O -0.611; O -0.709; C -1.659; C 1.126; C -1.349; C -0.807; C -1.101; C 1.110; N 2.090; O -0.433; C -2.307; C -1.603; C -2.169; H 0.436; H 0.277; H 0.318; H 0.512; H 0.371; H 0.413; H 0.413; H 0.489; H 0.157; H 0.432; H 0.416; H 0.474; H 0.421; H 0.336; H 0.284; H 0.589; H 0.290; H 0.381; H 0.295

Question: Number 3 is which compound?
Answer: C10H19Cl2F5NO5P